No. 1
Below is a molecular structure, C37H42GeN7O5ReS2 in a non-equilibrium geometry, with properties calculated with the ωB97M-V functional and the def2-TZVPD basis.

Results
- ΔE to the lowest compared entry with this formula, charge and spin (kJ/mol) = 184.9
- ⟨S²⟩ = 1.0295
- HOMO energy (alpha / beta) (eV) = -10.2 / -10.2
- total charge = +1
- 2S+1 = 2

Each line ends with the Mulliken charge.
Element x y z (Å)
Re1 2.4557 0.3441 0.4148  -0.547
N1 3.4223 1.1832 4.4372  -0.377
C1 3.4193 0.9331 3.1307  0.664
O1 2.3524 0.6232 2.5575  -0.551
C2 4.6806 1.0117 2.3329  -0.839
C3 4.4811 0.1742 1.0696  -1.094
H1 2.5519 1.2170 4.9422  0.226
H2 4.2623 1.4813 4.9013  0.209
H3 5.5382 0.7048 2.9360  0.494
H4 4.8265 2.0684 2.0820  0.286
H5 4.7204 -0.8683 1.2770  0.584
H6 5.1722 0.5165 0.2940  0.434
N2 7.4808 -1.9795 -4.9740  -0.477
C4 6.2581 -1.5953 -4.5059  1.243
C5 5.5526 -2.4126 -3.6088  -0.917
C6 4.3058 -2.0413 -3.1572  -0.426
C7 3.7388 -0.8525 -3.6106  -0.372
C8 4.4299 -0.0183 -4.4866  -0.443
C9 5.6775 -0.3922 -4.9350  -0.820
S1 2.2444 -0.3055 -2.9265  1.219
O2 1.5197 -1.4313 -2.4280  -0.605
O3 1.6265 0.6405 -3.8004  -0.711
N3 2.7308 0.5661 -1.5487  0.824
C10 2.8911 1.9593 -1.5454  0.465
N4 2.9199 2.3281 -0.2472  0.242
C11 2.9689 3.6223 0.0444  -0.115
C12 3.0575 4.5526 -0.9711  -0.792
C13 3.0987 4.0612 -2.2688  -0.423
N5 3.0138 2.7641 -2.5758  -0.369
H7 7.9346 -2.7959 -4.6109  0.190
H8 8.0214 -1.3662 -5.5537  0.189
H9 6.0000 -3.3388 -3.2676  0.299
H10 3.7574 -2.6705 -2.4663  0.450
H11 3.9771 0.9110 -4.8103  0.490
H12 6.2233 0.2478 -5.6183  0.302
H13 2.9409 3.8986 1.0900  0.524
H14 3.0975 5.6103 -0.7613  0.441
H15 3.2081 4.7378 -3.1091  0.456
C14 0.1303 -2.5070 4.1007  -1.079
N6 1.1066 -2.2721 3.0500  0.051
C15 0.8353 -2.2645 1.7468  0.557
S2 2.1331 -2.0378 0.5892  -0.589
N7 -0.3922 -2.5166 1.3421  0.024
C16 -0.8421 -2.5435 -0.0526  -0.553
H16 0.6601 -2.6343 5.0442  0.474
H17 -0.4373 -3.4232 3.9080  0.368
H18 -0.6066 -1.6225 4.1847  -0.114
H19 2.0501 -2.0262 3.2893  0.285
H20 -1.1233 -2.5522 2.0418  -0.014
H21 0.0056 -2.4122 -0.7158  0.009
H22 -1.5422 -1.7334 -0.2168  0.182
H23 -1.3366 -3.4918 -0.2560  0.378
O4 0.2377 2.7342 0.7292  -0.651
C17 -0.0985 1.7788 0.0585  0.405
O5 0.4343 0.5587 0.2090  0.625
C18 -1.1851 1.8997 -0.9925  -0.136
C19 -2.5990 2.1312 -0.4038  -1.829
Ge1 -3.6020 0.5790 0.2228  2.044
C20 -3.7077 -0.7902 -1.1552  -0.011
C21 -4.2170 -2.0623 -0.8806  0.097
C22 -4.2870 -3.0327 -1.8697  -0.803
C23 -3.8473 -2.7474 -3.1559  -0.489
C24 -3.3645 -1.4825 -3.4531  -0.864
C25 -3.3042 -0.5110 -2.4609  0.012
C26 -5.4132 1.1330 0.6474  0.038
C27 -5.6278 2.0800 1.6514  -0.274
C28 -6.9091 2.5151 1.9551  -0.779
C29 -7.9969 2.0022 1.2599  -0.487
C30 -7.7998 1.0571 0.2645  -0.717
C31 -6.5139 0.6265 -0.0419  -0.309
C32 -2.8304 -0.0633 1.9010  -0.195
C33 -3.3357 -1.1892 2.5635  -0.507
C34 -2.8181 -1.5970 3.7824  -1.179
C35 -1.7861 -0.8653 4.3767  0.187
C36 -1.2876 0.2662 3.7389  -0.703
C37 -1.8029 0.6536 2.5135  0.024
H24 -1.1370 1.0178 -1.6299  -0.055
H25 -0.9101 2.7717 -1.5889  0.603
H26 -3.2394 2.5891 -1.1593  0.601
H27 -2.5372 2.8446 0.4222  0.544
H28 -4.5816 -2.3054 0.1109  0.177
H29 -4.6904 -4.0112 -1.6387  0.442
H30 -3.8931 -3.5066 -3.9267  0.403
H31 -3.0369 -1.2475 -4.4583  0.435
H32 -2.9445 0.4773 -2.7227  0.382
H33 -4.7871 2.4817 2.2103  0.337
H34 -7.0614 3.2529 2.7336  0.405
H35 -8.9982 2.3408 1.4955  0.387
H36 -8.6475 0.6551 -0.2771  0.400
H37 -6.3720 -0.1090 -0.8264  0.274
H38 -4.1611 -1.7487 2.1393  0.252
H39 -3.2273 -2.4669 4.2830  0.432
H40 -1.4103 -1.1578 5.3478  0.488
H41 -0.5052 0.8563 4.2028  0.516
H42 -1.3964 1.5398 2.0445  0.148



No. 2
Below is a molecular structure, C37H43CoO3Si in a non-equilibrium geometry, with properties calculated with the ωB97M-V functional and the def2-TZVPD basis.

Results
- ΔE to the lowest compared entry with this formula, charge and spin (kJ/mol) = 57.8
- ⟨S²⟩ = 6.0353
- HOMO energy (alpha / beta) (eV) = -7.8 / -8.2
- 2S+1 = 5

Each line ends with the Mulliken charge.
Element x y z (Å)
O1 3.4630 1.6268 -0.0899  0.057
C1 4.5564 0.6199 0.1239  -0.276
C2 5.5923 1.4481 -0.6135  -1.086
H1 4.3235 -0.3372 -0.3617  -0.309
H2 4.7496 0.4627 1.1951  0.619
C3 4.5043 2.5295 -0.6105  1.497
H3 5.8141 1.0815 -1.6171  0.255
H4 6.4754 1.6879 -0.0174  0.432
C4 4.1468 3.0995 -1.9521  -1.601
H5 4.1506 2.3201 -2.7302  0.213
H6 4.9122 3.8459 -2.2152  0.509
H7 3.1743 3.6088 -1.9137  0.255
C5 4.9121 3.6218 0.3696  -1.648
H8 5.4342 3.1937 1.2347  0.428
H9 4.0551 4.2129 0.7108  0.268
H10 5.6168 4.2963 -0.1441  0.437
Co1 0.7851 0.6490 0.3210  -0.562
C6 0.0171 -0.0848 2.8404  -0.406
C7 0.9111 -1.0473 2.3115  -0.797
C8 2.0294 -0.3573 1.7291  -0.477
H11 0.8230 -2.1276 2.3751  0.606
C9 1.8252 1.0716 1.9717  -0.696
C10 0.5205 1.2122 2.5592  -0.936
H12 0.0713 2.1611 2.8244  0.654
H13 -0.8858 -0.3056 3.4087  0.624
H14 2.9558 -0.7999 1.3790  0.657
H15 2.5945 1.8409 1.9423  0.801
C11 -1.3563 1.9091 -1.2777  -0.211
C12 -0.5870 2.4183 -0.2002  -1.389
C13 0.8103 2.4278 -0.6271  -0.096
H16 -0.9684 2.8533 0.7274  0.488
C14 0.8269 1.8983 -1.9816  -0.574
C15 -0.4978 1.6299 -2.3605  -1.008
H17 -0.8435 1.3535 -3.3578  0.614
H18 -2.4395 1.8187 -1.3124  0.781
H19 1.5985 3.0204 -0.1604  0.878
H20 1.6908 1.8518 -2.6405  0.490
O2 4.3697 -0.2220 -3.0655  -0.451
C16 3.0875 -0.4648 -2.3872  1.492
C17 3.0650 -1.8808 -1.8168  0.298
H21 2.2668 -0.3262 -3.1241  0.656
H22 2.9031 0.2824 -1.6033  -1.846
C18 4.1539 -2.6051 -2.6469  -0.715
H23 2.0705 -2.3318 -1.9245  0.117
H24 3.3469 -1.8937 -0.7523  -0.209
C19 4.7551 -1.5098 -3.5609  -0.633
H25 3.7424 -3.4231 -3.2512  0.334
H26 4.9325 -3.0213 -1.9951  0.274
H27 4.3096 -1.6033 -4.5670  0.284
H28 5.8461 -1.5559 -3.6407  0.385
O3 -0.1085 -0.8344 -0.4141  2.337
Si1 -1.5437 -1.5663 -0.4185  -2.706
C20 -2.8604 -0.9830 0.7593  1.206
C21 -2.9614 -1.5686 2.0267  -0.324
C22 -3.9185 -1.1289 2.9502  -0.730
C23 -4.8115 -0.1085 2.5940  -0.564
C24 -4.7852 0.4178 1.2940  -0.974
C25 -3.7740 0.0180 0.4062  0.082
C26 -2.3623 -1.6029 -2.0821  1.362
C27 -3.7270 -1.9139 -2.1415  -0.300
C28 -4.3907 -1.9965 -3.3716  -0.811
C29 -3.6831 -1.7361 -4.5503  -0.552
C30 -2.3036 -1.4859 -4.5035  -0.510
C31 -1.6412 -1.4229 -3.2697  -0.347
C32 -1.4224 -3.3766 -0.0096  0.667
C33 -2.5785 -4.1547 0.1220  -0.085
C34 -2.4826 -5.5237 0.4111  -0.806
C35 -1.2168 -6.1104 0.5357  -0.569
C36 -0.0582 -5.3341 0.3931  -0.830
C37 -0.1620 -3.9619 0.1313  -0.329
H29 -2.2956 -2.3853 2.3041  0.520
H30 -3.9612 -1.5796 3.9483  0.399
H31 -5.5253 0.2804 3.3291  0.378
H32 -5.5420 1.1470 0.9731  0.391
H33 -3.7278 0.4869 -0.5796  0.432
H34 -4.2980 -2.0884 -1.2248  0.233
H35 -5.4557 -2.2494 -3.3988  0.396
H36 -4.2022 -1.7384 -5.5103  0.366
H37 -1.7377 -1.3277 -5.4272  0.386
H38 -0.5658 -1.2273 -3.2208  0.197
H39 -3.5715 -3.7054 0.0227  0.199
H40 -3.3904 -6.1231 0.5354  0.404
H41 -1.1259 -7.1761 0.7579  0.359
H42 0.9326 -5.7873 0.4835  0.409
H43 0.7299 -3.3332 0.0513  0.240



Question: ⟨S²⟩ of number 1 (C37H42GeN7O5ReS2)?
Answer: 1.0295